Record 1
# C18H19NO4

C18H19NO4 in the gas phase (ωB97M-V/def2-TZVPD, the Open Molecules 2025 dataset).

Structure (XYZ):
```
42
Properties=species:S:1:pos:R:3:lowdin_charge:R:1
C 2.657 -2.936 -5.281 -0.09
O 1.626 -1.984 -5.190 -0.09
C 1.068 -1.746 -3.970 -0.28
C 1.413 -2.396 -2.791 -0.01
C 0.768 -2.070 -1.613 -0.03
C -0.222 -1.097 -1.568 -0.19
C -0.866 -0.809 -0.229 -0.24
C -1.883 0.339 -0.245 -0.04
C -2.452 0.574 1.132 -0.52
O -2.314 -0.151 2.083 0.11
O -3.155 1.707 1.192 0.11
N 0.167 -0.522 0.760 0.11
C 1.011 0.529 0.616 -0.49
O 1.179 1.128 -0.422 0.09
C 1.708 0.906 1.923 -0.05
C 0.643 1.471 2.823 -0.24
C 0.187 0.774 3.933 -0.05
C -0.851 1.273 4.700 -0.08
C -1.452 2.472 4.359 -0.10
C -1.002 3.176 3.253 -0.09
C 0.038 2.679 2.490 -0.03
C -0.561 -0.451 -2.750 -0.02
C 0.071 -0.772 -3.933 0.01
H 2.311 -3.934 -4.996 0.09
H 3.516 -2.658 -4.661 0.10
H 2.958 -2.946 -6.327 0.09
H 2.180 -3.154 -2.775 0.10
H 1.048 -2.580 -0.703 0.12
H -1.372 -1.718 0.121 0.16
H -2.712 0.120 -0.921 0.14
H -1.401 1.260 -0.577 0.13
H -3.489 1.853 2.092 0.13
H -0.057 -0.807 1.703 0.13
H 2.175 0.028 2.370 0.12
H 2.471 1.652 1.701 0.13
H 0.647 -0.167 4.204 0.11
H -1.198 0.719 5.560 0.11
H -2.267 2.859 4.954 0.10
H -1.468 4.112 2.980 0.11
H 0.382 3.219 1.620 0.12
H -1.317 0.317 -2.763 0.11
H -0.187 -0.270 -4.852 0.12
```

- orbital gap (eV) = 8.87
- relative energy (zero: lowest compared OMol25 entry of this formula, charge and spin) (eV) = 0.363
- SMILES string = COc1ccc([C@H](CC(=O)O)NC(=O)Cc2ccccc2)cc1
- molar mass (g/mol) = 313.35
- HOMO (eV) = -8.158

***

Record 2
# C18H19NO6

C18H19NO6 in the gas phase (ωB97M-V/def2-TZVPD, the Open Molecules 2025 dataset).

Structure (XYZ):
```
44
Properties=species:S:1:pos:R:3:lowdin_charge:R:1
C -5.900 -0.660 -0.209 -0.08
O -4.558 -0.752 0.199 -0.12
C -3.707 0.288 -0.080 -0.18
C -4.099 1.409 -0.797 -0.02
C -3.201 2.426 -1.086 -0.08
C -1.897 2.333 -0.664 -0.03
C -1.466 1.225 0.071 -0.13
C -0.106 1.109 0.549 0.01
C 0.947 1.855 0.184 0.02
C 2.267 1.570 0.744 -0.49
O 2.521 0.762 1.602 0.13
O 3.226 2.322 0.137 -0.02
C 4.559 2.025 0.521 -0.07
C 4.967 0.597 0.130 -0.48
O 5.826 -0.016 0.719 0.08
N 4.312 0.137 -0.958 0.09
C 4.209 -1.279 -1.259 -0.08
C 2.878 -1.785 -0.806 -0.26
C 2.506 -2.566 0.245 -0.01
C 1.090 -2.617 0.219 -0.05
C 0.707 -1.855 -0.838 -0.13
O 1.780 -1.344 -1.468 0.04
C -2.377 0.190 0.379 -0.14
O -1.848 -0.847 1.074 -0.09
C -2.649 -1.810 1.721 -0.06
H -5.989 -0.605 -1.299 0.10
H -6.403 0.201 0.244 0.10
H -6.372 -1.576 0.143 0.10
H -5.114 1.497 -1.148 0.10
H -3.538 3.285 -1.646 0.11
H -1.201 3.125 -0.881 0.11
H 0.076 0.317 1.265 0.13
H 0.906 2.647 -0.546 0.11
H 4.681 2.119 1.605 0.14
H 5.192 2.754 0.011 0.14
H 3.577 0.713 -1.346 0.14
H 4.333 -1.422 -2.338 0.13
H 5.009 -1.787 -0.718 0.13
H 3.158 -3.039 0.949 0.11
H 0.452 -3.142 0.898 0.10
H -0.257 -1.601 -1.230 0.12
H -3.131 -2.483 1.010 0.09
H -3.409 -1.346 2.353 0.10
H -1.957 -2.375 2.345 0.09
```

- orbital gap (eV) = 8.29
- relative energy (zero: lowest compared OMol25 entry of this formula, charge and spin) (eV) = 2.647
- SMILES string = COc1cccc(/C=C/C(=O)OCC(=O)NCc2ccco2)c1OC
- molar mass (g/mol) = 345.35
- HOMO (eV) = -8.386

***

Record 3
# C18H20BIrN2O6Se

A molecular structure, C18H20BIrN2O6Se in a non-equilibrium geometry (ωB97M-V/def2-TZVPD, the Open Molecules 2025 dataset).

Structure (XYZ):
```
49
Properties=species:S:1:pos:R:3:lowdin_charge:R:1
Ir 0.266 0.838 -0.481 1.33
O -3.259 2.951 -0.982 0.12
C -1.993 2.530 -0.797 -0.46
O -1.796 1.283 -0.546 -0.15
C -0.920 3.437 -0.905 -0.21
C -0.919 4.853 -0.951 0.00
C 0.276 5.519 -0.967 -0.05
C 1.505 4.812 -0.925 0.00
C 1.453 3.437 -0.905 -0.22
N 0.295 2.795 -0.933 -0.10
C 2.638 2.448 -0.838 -0.61
O 3.774 2.825 -0.997 0.09
O 2.266 1.236 -0.596 -0.23
H -3.845 2.183 -0.905 0.13
H -1.868 5.367 -0.955 0.12
H 0.290 6.598 -0.996 0.11
H 2.456 5.316 -0.914 0.12
C 1.098 -3.726 -3.233 0.00
C 0.645 -3.272 -1.847 -0.46
C 1.180 -4.236 -0.787 -0.01
O 1.210 -1.973 -1.567 0.10
B 0.278 -1.206 -0.954 -0.70
O -0.937 -1.825 -0.890 0.06
C -0.895 -3.008 -1.713 -0.47
C -1.708 -4.102 -1.030 0.00
C -1.541 -2.632 -3.049 -0.01
H 2.159 -3.965 -3.206 0.09
H 0.947 -2.948 -3.976 0.09
H 0.549 -4.617 -3.529 0.09
H 2.266 -4.231 -0.827 0.09
H 0.826 -5.248 -0.960 0.09
H 0.876 -3.908 0.203 0.09
H -1.365 -4.275 -0.015 0.08
H -1.655 -5.030 -1.591 0.09
H -2.745 -3.780 -0.989 0.09
H -0.943 -1.885 -3.560 0.09
H -2.519 -2.203 -2.851 0.09
H -1.659 -3.502 -3.685 0.09
Se 0.719 2.026 2.093 1.02
C 0.412 1.467 3.890 -0.61
C 0.533 2.424 4.900 -0.11
C 0.379 2.018 6.213 -0.14
N 0.120 0.770 6.561 0.07
C 0.000 -0.133 5.604 -0.14
C 0.133 0.154 4.255 -0.09
H 0.741 3.452 4.655 0.09
H 0.466 2.726 7.028 0.11
H -0.214 -1.141 5.937 0.11
H 0.024 -0.618 3.510 0.10
```

- orbital gap (alpha / beta) (eV) = 6.70 / 6.08
- multiplicity = 5
- molar mass (g/mol) = 642.36
- HOMO (alpha / beta) (eV) = -6.441 / -9.053

***

Record 4
# C18H20BrCl3O2PdSi2

A molecular structure, C18H20BrCl3O2PdSi2 in a non-equilibrium geometry (ωB97M-V/def2-TZVPD, the Open Molecules 2025 dataset).

Structure (XYZ):
```
47
Properties=species:S:1:pos:R:3:lowdin_charge:R:1
Pd -0.504 -0.222 0.329 0.69
C 2.522 -1.054 -1.360 -0.18
Si 1.815 -0.096 0.117 0.57
C 2.543 -0.579 1.810 -0.18
C 2.272 1.727 -0.156 -0.32
C 3.593 2.116 -0.374 -0.10
C 3.916 3.449 -0.577 -0.08
C 2.917 4.413 -0.561 -0.08
C 1.601 4.040 -0.338 -0.10
C 1.267 2.701 -0.136 -0.31
Si -0.537 2.185 0.171 0.64
C -1.135 2.744 1.884 -0.18
C -1.641 2.827 -1.223 -0.18
H 3.612 -0.978 -1.347 0.03
H 2.163 -0.621 -2.294 0.04
H 2.254 -2.110 -1.356 0.01
H 3.633 -0.531 1.759 0.04
H 2.259 -1.583 2.127 0.01
H 2.211 0.122 2.577 0.03
H 4.382 1.371 -0.386 0.10
H 4.946 3.737 -0.749 0.11
H 3.166 5.454 -0.724 0.11
H 0.828 4.801 -0.324 0.10
H -1.133 3.836 1.925 0.04
H -0.493 2.373 2.683 0.03
H -2.152 2.392 2.063 0.04
H -1.627 3.919 -1.232 0.04
H -2.666 2.488 -1.073 0.00
H -1.302 2.471 -2.195 0.04
Cl -4.554 -1.331 1.562 -0.01
C -4.602 -0.777 -1.243 -1.14
Cl -5.525 -2.057 -1.847 0.71
Cl -5.246 0.784 -1.303 0.71
C -3.319 -0.991 -0.644 -0.77
O -2.837 -2.237 -0.816 -0.05
O -2.591 -0.036 -0.296 -0.17
Br -1.355 -6.987 -0.039 0.74
C -1.105 -5.106 0.137 -0.68
C -2.180 -4.291 0.081 -0.03
C -2.045 -2.813 0.246 -0.33
C -0.632 -2.353 0.343 -0.06
C 0.397 -3.233 0.437 -0.13
C 0.203 -4.624 0.327 -0.10
H -3.185 -4.641 -0.105 0.12
H -2.589 -2.508 1.166 0.07
H 1.412 -2.890 0.596 0.07
H 1.042 -5.302 0.358 0.10
```

- orbital gap (alpha / beta) (eV) = 7.69 / 5.04
- relative energy (zero: lowest compared OMol25 entry of this formula, charge and spin) (eV) = 0.751
- multiplicity = 5
- molar mass (g/mol) = 617.21
- HOMO (alpha / beta) (eV) = -7.701 / -8.325

***

> Which value of molar mass does entry 1 give?

313.35 g/mol

***

> Among the records above, which one has the highest molar mass?

C18H20BIrN2O6Se